No. 1
A molecular structure, C33H55F6NO19Y in a non-equilibrium geometry, computed with ωB97M-V with the def2-TZVPD basis set.

Its net charge is +1. The value obtained for the HOMO energy is -12.2 eV. The spin multiplicity is 1. As for the molar mass: 972.68 g/mol.

```
115
C33H55F6NO19Y (ωB97M-V with the def2-TZVPD basis set)
Y 10.37 -17.84 -2.22
C 11.17 -17.23 -5.30
O 11.83 -18.21 -4.52
O 10.39 -16.68 -4.32
C 12.17 -16.37 -6.13
F 12.48 -17.05 -7.24
F 11.63 -15.19 -6.59
F 13.27 -15.98 -5.45
C 12.36 -19.37 -5.15
C 11.42 -20.40 -5.81
H 10.92 -19.96 -6.66
H 12.06 -21.25 -6.03
H 10.61 -20.80 -5.17
H 12.88 -19.93 -4.37
H 13.20 -19.21 -5.83
H 10.53 -17.67 -6.07
C 13.65 -18.91 -0.91
O 14.34 -17.81 -0.43
O 12.57 -18.45 -1.63
C 14.59 -19.81 -1.75
F 15.46 -19.16 -2.55
F 15.34 -20.54 -0.87
F 13.91 -20.72 -2.50
C 15.26 -18.02 0.64
C 15.82 -16.71 1.10
H 15.04 -15.98 1.33
H 16.32 -16.81 2.07
H 16.56 -16.29 0.41
H 16.08 -18.65 0.30
H 14.78 -18.41 1.54
H 13.29 -19.56 -0.10
O 8.84 -13.27 -4.18
C 9.79 -12.71 -4.64
O 9.68 -11.64 -5.48
C 8.40 -10.97 -5.61
C 8.65 -9.56 -5.10
C 11.24 -13.09 -4.54
H 7.64 -11.45 -4.99
H 8.11 -11.02 -6.65
H 7.74 -8.98 -5.26
H 9.54 -9.15 -5.58
H 8.88 -9.51 -4.03
H 11.28 -14.13 -4.22
H 11.86 -12.54 -3.84
H 11.63 -12.90 -5.54
O 11.80 -15.90 -11.07
C 11.94 -16.88 -10.39
O 13.01 -17.69 -10.45
C 14.18 -17.24 -11.21
C 14.88 -16.18 -10.40
C 10.90 -17.47 -9.46
H 13.97 -16.98 -12.24
H 14.77 -18.15 -11.21
H 15.21 -16.49 -9.41
H 14.39 -15.20 -10.44
H 15.81 -16.03 -10.96
H 10.49 -16.70 -8.80
H 11.39 -18.29 -8.95
H 9.98 -17.76 -9.97
O 12.14 -25.10 -5.93
C 12.06 -25.49 -4.79
O 11.48 -24.85 -3.78
C 10.79 -23.64 -4.05
C 9.30 -23.87 -4.13
C 12.73 -26.79 -4.38
H 11.05 -23.12 -4.97
H 11.07 -22.87 -3.32
H 8.88 -24.07 -3.15
H 9.00 -24.68 -4.79
H 8.84 -22.98 -4.57
H 13.66 -26.58 -3.86
H 12.85 -27.45 -5.23
H 12.00 -27.26 -3.72
C 15.77 -19.78 -7.78
C 16.11 -18.41 -7.23
C 16.71 -18.42 -5.82
C 18.15 -18.71 -5.78
N 19.25 -19.00 -5.68
H 15.16 -20.32 -7.05
H 16.64 -20.26 -8.21
H 15.01 -19.79 -8.57
H 15.21 -17.81 -7.03
H 16.71 -17.77 -7.87
H 16.33 -19.15 -5.10
H 16.64 -17.42 -5.38
C 11.55 -12.29 -8.24
C 12.78 -13.01 -8.81
O 13.83 -12.57 -7.95
C 13.50 -11.45 -7.34
O 14.24 -10.74 -6.74
O 12.15 -11.21 -7.51
H 10.99 -12.83 -7.48
H 10.89 -11.84 -8.98
H 12.98 -12.74 -9.84
H 12.67 -14.09 -8.72
C 14.59 -15.32 -2.36
C 15.63 -15.86 -3.39
O 16.42 -14.73 -3.71
C 15.90 -13.63 -3.17
O 16.38 -12.56 -3.29
O 14.69 -13.93 -2.58
H 14.69 -15.64 -1.33
H 13.67 -15.81 -2.70
H 15.02 -16.15 -4.24
H 16.27 -16.65 -2.99
C 7.81 -20.69 -6.89
C 6.78 -20.29 -7.91
O 7.17 -21.14 -8.98
C 8.53 -21.36 -8.90
O 9.17 -21.79 -9.79
O 8.98 -20.95 -7.69
H 7.60 -21.64 -6.39
H 7.99 -19.89 -6.17
H 6.83 -19.25 -8.25
H 5.77 -20.50 -7.57
```

---

No. 2
C5H9N3O in the gas phase in a non-equilibrium geometry, computed with ωB97M-V with the def2-TZVPD basis set.

Its net charge is 0. The value obtained for the HOMO energy is -7.8 eV. The spin multiplicity is 1. As for the SMILES: [H]/N=C(C(C)=O)\C(C)=N/N. The relative energy (zero: lowest compared OMol25 entry of this formula, charge and spin) comes out at 100.70 kcal per mole. As for the molar mass: 127.15 g/mol.

```
18
C5H9N3O (ωB97M-V with the def2-TZVPD basis set)
C -1.00 -1.88 -0.52
C -0.23 2.27 -0.17
C 0.82 0.09 -0.72
C -0.90 -0.45 -0.94
C 0.12 0.88 0.27
N 0.50 -0.60 1.99
N -0.03 0.59 1.54
N 1.73 -0.54 -1.26
O -1.68 0.14 -1.62
H 1.41 -0.86 1.60
H 0.55 -0.57 3.00
H 2.68 -0.23 -1.03
H -0.17 -2.44 -0.96
H -1.93 -2.30 -0.90
H -0.94 -1.96 0.56
H -0.97 2.68 0.52
H 0.67 2.89 -0.17
H -0.65 2.31 -1.18
```

---

| no. | gap between HOMO and LUMO (eV) |
| --- | --- |
| 1 | 5.02 |
| 2 | 8.34 |